C41H29IN5O4RuS as an isolated structure in a non-equilibrium geometry. Source: the OMol25 dataset; level of theory: the ωB97M-V functional and the def2-TZVPD basis.

## Properties
**Charge**: +1
**Kohn-Sham gap**: 5.7 eV
**LUMO**: -3.45 eV
**E_tot**: -2945.06485 Eh

Geometry as XYZ:
```
82
C41H29IN5O4RuS (the ωB97M-V functional and the def2-TZVPD basis)
Ru -0.742 -1.197 1.445
O -3.868 -3.503 0.131
S -3.299 -2.973 1.329
O -3.644 -1.454 1.537
N -1.763 -3.023 1.504
C -0.914 -4.088 1.143
C -1.280 -5.327 0.692
C -0.294 -6.297 0.410
C 1.033 -6.030 0.582
C 1.440 -4.755 1.043
C 2.796 -4.386 1.208
C 3.109 -3.129 1.633
C 2.070 -2.220 1.900
N 0.801 -2.529 1.767
C 0.465 -3.787 1.327
C -4.107 -3.654 2.730
C -3.405 -4.531 3.543
C -4.056 -5.087 4.634
C -5.376 -4.755 4.900
C -6.063 -3.872 4.075
C -5.433 -3.317 2.975
H -2.324 -5.565 0.531
H -0.608 -7.266 0.045
H 1.785 -6.776 0.362
H 3.571 -5.109 0.987
H 4.133 -2.811 1.762
H 2.286 -1.214 2.239
H -2.373 -4.775 3.332
H -3.526 -5.773 5.280
H -5.876 -5.187 5.757
H -7.093 -3.619 4.287
H -5.958 -2.633 2.322
I -1.732 -0.779 4.023
C -2.573 0.896 3.092
C -2.645 2.085 3.752
C -2.814 3.283 3.021
C -2.794 3.250 1.660
C -2.730 2.016 0.960
C -2.619 1.983 -0.450
C -2.590 0.803 -1.143
C -2.784 -0.397 -0.454
C -2.788 -0.429 0.933
C -2.732 0.802 1.687
H -2.518 2.122 4.826
H -2.882 4.224 3.550
H -2.823 4.166 1.085
H -2.562 2.926 -0.981
H -2.495 0.793 -2.219
H -2.937 -1.321 -0.997
C 4.748 6.879 -7.425
O 4.580 7.174 -6.048
C 4.303 6.150 -5.209
C 4.193 4.817 -5.605
C 3.877 3.846 -4.670
C 3.666 4.191 -3.341
C 3.807 5.521 -2.948
C 4.124 6.494 -3.869
N 3.255 3.275 -2.336
N 3.275 2.081 -2.673
C 2.537 1.166 -1.889
C 2.437 -0.089 -2.447
C 1.553 -1.066 -1.982
C 0.742 -0.812 -0.892
O -0.207 -1.607 -0.473
C 1.012 0.398 -0.158
N 0.400 0.491 1.062
C 0.598 1.558 1.808
C 1.416 2.613 1.391
C 2.051 2.542 0.181
C 1.874 1.406 -0.646
H 4.903 7.833 -7.919
H 3.859 6.397 -7.837
H 5.620 6.240 -7.588
H 4.355 4.528 -6.633
H 3.794 2.810 -4.966
H 3.668 5.773 -1.904
H 4.244 7.530 -3.580
H 3.036 -0.280 -3.329
H 1.454 -2.014 -2.495
H 0.104 1.575 2.772
H 1.551 3.465 2.042
H 2.701 3.334 -0.152
```

C41H30F5N3P2ReS as an isolated structure in a non-equilibrium geometry. Source: the OMol25 dataset; level of theory: the ωB97M-V functional and the def2-TZVPD basis.

## Properties
**Multiplicity**: 2
**<S²>**: 0.76
**Charge**: +2
**Kohn-Sham gap (alpha / beta)**: 6.7 / 7.1 eV
**LUMO (alpha / beta)**: -6.74 / -6.57 eV
**E_tot**: -3402.68874 Eh
**ΔE to the lowest compared entry with this formula, charge and spin**: 1.197 eV

Geometry as XYZ:
```
83
C41H30F5N3P2ReS (the ωB97M-V functional and the def2-TZVPD basis)
Re 1.343 0.761 -0.307
F -2.911 5.086 3.050
C -1.845 4.589 2.454
C -1.992 3.668 1.439
F -3.205 3.277 1.064
C -0.875 3.152 0.830
F -1.070 2.300 -0.171
C 0.409 3.489 1.244
S 1.911 2.821 0.571
C 0.522 4.411 2.269
F 1.722 4.754 2.720
C -0.587 4.972 2.861
F -0.448 5.857 3.839
N 2.423 0.737 -3.234
P 0.919 0.250 -2.595
C 0.775 -1.482 -2.991
C 1.454 -2.407 -2.192
C 1.477 -3.742 -2.553
C 0.816 -4.156 -3.705
C 0.122 -3.244 -4.491
C 0.097 -1.900 -4.139
C -0.323 1.151 -3.491
C -0.011 2.109 -4.451
C -1.039 2.786 -5.097
C -2.363 2.513 -4.778
C -2.673 1.562 -3.812
C -1.656 0.883 -3.165
C 3.526 0.910 -2.429
C 4.786 1.155 -2.969
C 5.865 1.270 -2.128
C 5.694 1.160 -0.742
C 4.437 0.984 -0.264
N 3.336 0.857 -1.084
H 2.599 0.674 -4.224
H 1.953 -2.083 -1.286
H 2.012 -4.460 -1.944
H 0.842 -5.200 -3.992
H -0.393 -3.578 -5.386
H -0.445 -1.186 -4.751
H 1.017 2.342 -4.702
H -0.802 3.535 -5.843
H -3.159 3.053 -5.279
H -3.708 1.355 -3.562
H -1.897 0.141 -2.405
H 4.894 1.258 -4.043
H 6.851 1.447 -2.543
H 6.529 1.239 -0.059
H 4.238 0.954 0.794
N 0.026 -0.110 0.487
P -0.704 -0.942 1.734
C 0.443 -1.265 3.068
C -0.059 -1.431 4.360
C 0.811 -1.681 5.411
C 2.174 -1.782 5.180
C 2.678 -1.633 3.895
C 1.817 -1.368 2.841
C -1.336 -2.475 1.106
C -1.846 -3.421 2.001
C -2.347 -4.617 1.512
C -2.330 -4.872 0.143
C -1.814 -3.937 -0.743
C -1.318 -2.731 -0.265
C -2.019 0.083 2.341
C -3.321 -0.108 1.870
C -4.353 0.671 2.374
C -4.089 1.625 3.349
C -2.789 1.837 3.801
C -1.747 1.075 3.294
H -1.123 -1.357 4.552
H 0.420 -1.789 6.415
H 2.849 -1.976 6.005
H 3.740 -1.730 3.716
H 2.213 -1.259 1.853
H -1.839 -3.234 3.070
H -2.749 -5.354 2.198
H -2.723 -5.811 -0.232
H -1.794 -4.146 -1.807
H -0.923 -1.994 -0.949
H -3.527 -0.863 1.120
H -5.363 0.529 2.011
H -4.905 2.209 3.764
H -2.592 2.590 4.558
H -0.731 1.242 3.641
```

C41H30NNiO2P2S as an isolated structure. Source: the OMol25 dataset; level of theory: the ωB97M-V functional and the def2-TZVPD basis.

## Properties
**Charge**: -1
**Kohn-Sham gap**: 5.4 eV
**LUMO**: 2.57 eV
**E_tot**: -4374.79614 Eh
**ΔE to the lowest compared entry with this formula, charge and spin**: 2.858 eV

Geometry as XYZ:
```
78
C41H30NNiO2P2S (the ωB97M-V functional and the def2-TZVPD basis)
Ni 1.132 0.306 0.218
C -4.077 -2.653 1.531
C -3.969 -2.644 0.149
C -2.764 -2.314 -0.454
C -1.656 -1.978 0.320
C -1.765 -2.014 1.711
C -2.971 -2.346 2.310
P 0.002 -1.593 -0.364
C -0.284 -1.223 -2.141
C 0.621 -1.611 -3.129
C 0.488 -1.157 -4.432
C -0.554 -0.308 -4.775
C -1.442 0.110 -3.796
C -1.295 -0.326 -2.488
C 0.719 -3.291 -0.416
C 0.267 -4.125 -1.412
C 0.878 -5.367 -1.663
C 1.972 -5.740 -0.937
C 2.434 -4.949 0.141
C 3.537 -5.364 0.926
C 3.898 -4.629 2.021
C 3.159 -3.508 2.421
C 2.064 -3.078 1.691
C 1.750 -3.746 0.457
H -5.021 -2.905 2.000
H -4.825 -2.894 -0.466
H -2.691 -2.319 -1.533
H -0.895 -1.809 2.318
H -3.041 -2.361 3.390
H 1.443 -2.269 -2.880
H 1.205 -1.469 -5.181
H -0.662 0.041 -5.795
H -2.242 0.798 -4.038
H -1.967 0.053 -1.727
H -0.542 -3.805 -2.057
H 0.501 -5.999 -2.458
H 2.490 -6.668 -1.151
H 4.064 -6.270 0.653
H 4.742 -4.940 2.626
H 3.407 -2.994 3.340
O 3.310 0.534 -0.281
C 2.470 1.381 -0.082
C 2.534 2.848 -0.193
C 3.681 3.611 -0.367
C 3.536 4.984 -0.484
C 2.271 5.564 -0.434
C 1.131 4.790 -0.257
C 1.262 3.414 -0.122
P -0.023 2.153 0.293
C -1.398 2.731 -0.767
C -2.691 2.766 -0.252
C -3.758 3.144 -1.056
C -3.540 3.495 -2.381
C -2.250 3.463 -2.900
C -1.187 3.077 -2.098
C -0.411 2.275 1.978
C -0.018 1.053 2.782
C -0.179 1.312 4.251
C -0.436 2.528 4.769
C -0.666 3.690 3.953
C -0.644 3.519 2.598
H 4.652 3.136 -0.415
H 4.408 5.611 -0.620
H 2.175 6.639 -0.533
H 0.154 5.257 -0.227
H -2.839 2.493 0.787
H -4.760 3.169 -0.647
H -4.370 3.793 -3.010
H -2.075 3.731 -3.935
H -0.186 3.039 -2.513
H -0.655 0.204 2.503
H -0.039 0.465 4.912
H -0.495 2.628 5.850
H -0.867 4.652 4.404
H -0.817 4.382 1.956
O 1.242 -2.132 2.102
S 1.989 -0.644 3.116
N 1.379 0.605 2.385
```

C41H31N2O5P2Re as an isolated structure in a non-equilibrium geometry. Source: the OMol25 dataset; level of theory: the ωB97M-V functional and the def2-TZVPD basis.

## Properties
**Multiplicity**: 4
**<S²>**: 3.79
**Charge**: +3
**Kohn-Sham gap (alpha / beta)**: 5.8 / 5.5 eV
**LUMO (alpha / beta)**: -10.63 / -10.90 eV
**E_tot**: -2826.71689 Eh
**ΔE to the lowest compared entry with this formula, charge and spin**: 1.034 eV

Geometry as XYZ:
```
82
C41H31N2O5P2Re (the ωB97M-V functional and the def2-TZVPD basis)
Re -0.030 0.360 0.540
O 1.076 -1.640 -2.031
C 0.209 -2.664 -2.314
C 0.404 -3.747 -3.159
C -0.594 -4.697 -3.318
C -1.809 -4.586 -2.659
C -2.020 -3.501 -1.830
C -1.018 -2.549 -1.648
P -1.492 -1.151 -0.604
C -2.080 -1.804 0.968
C -2.940 -1.017 1.753
C -3.317 -1.461 3.008
C -2.830 -2.670 3.494
C -1.961 -3.443 2.726
C -1.572 -3.009 1.472
C -2.796 -0.276 -1.482
C -4.137 -0.597 -1.274
C -5.103 0.025 -2.050
C -4.733 0.955 -3.012
C -3.395 1.274 -3.212
C -2.420 0.660 -2.448
C 2.356 -1.405 -2.461
C 3.150 -2.150 -3.320
C 4.446 -1.734 -3.601
C 4.985 -0.590 -3.035
C 4.207 0.160 -2.171
C 2.902 -0.241 -1.900
P 2.015 0.694 -0.643
C 2.312 2.443 -0.830
C 2.155 3.291 0.275
C 2.282 4.657 0.110
C 2.541 5.182 -1.152
C 2.678 4.343 -2.252
C 2.555 2.973 -2.101
C 2.634 -0.003 0.932
C 1.977 -1.214 1.274
C 2.283 -1.852 2.476
C 3.236 -1.298 3.317
C 3.875 -0.106 2.976
C 3.559 0.564 1.801
H 1.305 -3.878 -3.728
H -0.416 -5.537 -3.977
H -2.582 -5.328 -2.798
H -2.972 -3.388 -1.324
H -3.344 -0.091 1.356
H -4.005 -0.877 3.606
H -3.141 -3.022 4.469
H -1.603 -4.392 3.103
H -0.912 -3.617 0.864
H -4.433 -1.319 -0.524
H -6.145 -0.221 -1.899
H -5.495 1.433 -3.614
H -3.115 1.996 -3.967
H -1.372 0.898 -2.597
H 2.814 -3.059 -3.781
H 5.046 -2.328 -4.278
H 5.998 -0.290 -3.259
H 4.612 1.053 -1.711
H 1.958 2.881 1.263
H 2.185 5.320 0.959
H 2.635 6.253 -1.278
H 2.878 4.758 -3.231
H 2.650 2.320 -2.959
H 1.401 -1.759 0.514
H 1.808 -2.791 2.729
H 3.504 -1.810 4.233
H 4.632 0.302 3.633
H 4.052 1.495 1.550
O -2.830 4.861 3.340
C -2.373 3.987 4.195
O -2.493 4.073 5.383
C -1.622 2.772 3.680
C -1.092 1.836 4.557
N -0.507 0.874 3.838
N -0.622 1.110 2.528
C -1.300 2.271 2.411
C -1.576 2.754 1.021
O -2.140 3.787 0.792
O -1.145 1.940 0.066
H -2.677 4.663 2.401
H -1.123 1.836 5.637
H -0.036 0.052 4.183
```

C41H32CaCl2F3NO7SSb as an isolated structure in a non-equilibrium geometry. Source: the OMol25 dataset; level of theory: the ωB97M-V functional and the def2-TZVPD basis.

## Properties
**Charge**: -1
**Kohn-Sham gap**: 7.9 eV
**LUMO**: 2.47 eV
**E_tot**: -4699.35983 Eh
**ΔE to the lowest compared entry with this formula, charge and spin**: 0.447 eV

Geometry as XYZ:
```
89
C41H32CaCl2F3NO7SSb (the ωB97M-V functional and the def2-TZVPD basis)
Ca -0.633 1.555 0.585
C 3.738 1.119 -0.345
C 2.453 0.864 0.409
O 1.410 0.905 -0.255
C 2.498 0.575 1.843
C 3.761 0.602 2.475
C 3.948 0.232 3.781
C 2.834 -0.202 4.515
C 1.587 -0.226 3.957
C 1.346 0.189 2.613
O 0.141 0.180 2.169
H 3.508 1.095 -1.407
H 4.506 0.383 -0.120
H 4.118 2.110 -0.086
H 4.623 0.924 1.906
H 4.930 0.267 4.233
H 2.957 -0.520 5.545
H 0.725 -0.553 4.522
Cl -3.795 3.294 -0.537
C -3.026 4.727 -1.132
C -3.352 5.947 -0.573
C -2.692 7.086 -1.008
C -1.717 6.998 -1.985
C -1.422 5.763 -2.540
Cl -0.208 5.692 -3.782
C -2.070 4.598 -2.144
N -1.780 3.364 -2.763
C -2.750 2.743 -3.562
C -3.747 3.511 -4.167
C -4.704 2.922 -4.972
C -4.676 1.554 -5.200
C -3.666 0.802 -4.623
C -2.688 1.367 -3.809
C -1.633 0.460 -3.225
C -2.092 -0.170 -1.898
O -2.565 -1.299 -1.908
O -1.946 0.581 -0.868
H -4.086 5.991 0.218
H -2.923 8.045 -0.566
H -1.181 7.875 -2.319
H -1.235 2.725 -2.200
H -3.769 4.580 -3.993
H -5.472 3.539 -5.423
H -5.424 1.077 -5.820
H -3.624 -0.268 -4.788
H -0.683 0.981 -3.076
H -1.467 -0.347 -3.938
F 2.134 4.081 2.069
C 0.977 4.286 2.705
F 0.822 3.317 3.606
F 1.058 5.450 3.348
S -0.453 4.300 1.493
O -1.393 3.307 2.019
O -0.888 5.659 1.458
O 0.136 3.768 0.252
C -1.162 -7.067 -1.229
C 0.160 -6.655 -1.292
C 0.513 -5.375 -0.878
C -0.446 -4.490 -0.398
C -1.773 -4.913 -0.354
C -2.131 -6.189 -0.759
Sb -0.054 -2.502 0.326
C 2.063 -2.560 -0.028
C 3.008 -2.644 0.993
C 4.369 -2.652 0.711
C 4.808 -2.569 -0.603
C 3.880 -2.466 -1.630
C 2.522 -2.459 -1.341
C -0.014 -3.196 2.356
C 0.800 -4.242 2.786
C 0.732 -4.711 4.090
C -0.174 -4.152 4.982
C -1.003 -3.124 4.562
C -0.917 -2.647 3.260
H -1.438 -8.063 -1.550
H 0.924 -7.328 -1.660
H 1.554 -5.075 -0.927
H -2.550 -4.236 -0.011
H -3.168 -6.496 -0.715
H 2.686 -2.696 2.027
H 5.082 -2.715 1.524
H 5.868 -2.577 -0.825
H 4.213 -2.389 -2.658
H 1.816 -2.370 -2.161
H 1.496 -4.707 2.096
H 1.381 -5.519 4.406
H -0.233 -4.520 5.999
H -1.715 -2.682 5.250
H -1.544 -1.817 2.957
```

C41H33NO4PPtS2Sb as an isolated structure in a non-equilibrium geometry. Source: the OMol25 dataset; level of theory: the ωB97M-V functional and the def2-TZVPD basis.

## Properties
**Charge**: 0
**Kohn-Sham gap**: 7.4 eV
**LUMO**: -0.06 eV
**E_tot**: -3435.15232 Eh
**ΔE to the lowest compared entry with this formula, charge and spin**: 0.540 eV

Geometry as XYZ:
```
84
C41H33NO4PPtS2Sb (the ωB97M-V functional and the def2-TZVPD basis)
Pt -0.107 -0.840 0.514
O 2.204 -0.442 0.459
N 2.960 -1.532 0.349
C 4.265 -1.415 0.668
C 5.099 -2.499 0.573
C 4.583 -3.722 0.154
C 3.248 -3.825 -0.165
C 2.426 -2.702 -0.076
S 0.769 -2.669 -0.541
H 4.546 -0.418 0.973
H 6.141 -2.382 0.832
H 5.221 -4.592 0.087
H 2.811 -4.759 -0.488
O -2.096 -0.261 3.066
S -1.551 1.266 2.455
O -0.332 1.428 3.220
O -1.282 0.799 1.031
C -3.334 -0.583 2.583
C -4.458 -0.177 3.295
C -5.717 -0.571 2.883
C -5.857 -1.383 1.764
C -4.738 -1.764 1.047
C -3.460 -1.345 1.424
P -2.042 -1.909 0.428
C -2.618 -1.963 -1.291
C -3.536 -2.913 -1.745
C -3.974 -2.905 -3.058
C -3.504 -1.941 -3.938
C -2.597 -0.991 -3.495
C -2.154 -0.999 -2.180
C -1.888 -3.619 1.047
C -1.895 -4.770 0.268
C -1.734 -6.015 0.862
C -1.550 -6.117 2.232
C -1.524 -4.968 3.012
C -1.693 -3.726 2.424
H -4.308 0.429 4.178
H -6.589 -0.257 3.442
H -6.837 -1.718 1.452
H -4.876 -2.391 0.177
H -3.905 -3.688 -1.085
H -4.678 -3.656 -3.393
H -3.843 -1.932 -4.966
H -2.219 -0.235 -4.166
H -1.448 -0.242 -1.859
H -1.986 -4.710 -0.807
H -1.742 -6.904 0.246
H -1.422 -7.089 2.691
H -1.371 -5.038 4.081
H -1.667 -2.837 3.044
C 6.130 3.232 0.324
C 5.543 2.517 1.358
C 4.189 2.208 1.307
C 3.394 2.614 0.236
C 3.995 3.345 -0.784
C 5.350 3.646 -0.748
Sb 1.304 2.115 0.349
C 0.941 1.990 -1.756
C 1.862 1.407 -2.624
C 1.566 1.233 -3.969
C 0.338 1.643 -4.471
C -0.596 2.210 -3.615
C -0.299 2.372 -2.268
C 0.679 4.161 0.575
C 0.518 4.631 1.878
C 0.229 5.968 2.120
C 0.088 6.854 1.063
C 0.241 6.397 -0.239
C 0.537 5.062 -0.479
H 7.185 3.473 0.356
H 6.137 2.203 2.208
H 3.745 1.639 2.118
H 3.403 3.692 -1.625
H 5.799 4.212 -1.555
H 2.822 1.073 -2.245
H 2.296 0.780 -4.627
H 0.111 1.520 -5.523
H -1.561 2.528 -3.994
H -1.049 2.801 -1.611
H 0.601 3.945 2.715
H 0.107 6.315 3.139
H -0.143 7.895 1.252
H 0.136 7.082 -1.072
H 0.664 4.730 -1.503
```